The following is a quantum chemistry calculation of the molecule C15H17N3O3S in a non-equilibrium geometry, from the Open Molecules 2025 dataset.

The geometry in XYZ format:
```
39
Properties=species:S:1:pos:R:3:forces:R:3
C -1.65693 3.54275 -2.37770 0.082 0.180 -0.200
C -0.47529 2.99390 -3.14909 -0.421 -0.097 0.349
O 0.09403 3.59462 -4.03197 0.208 0.287 -0.275
N -0.12084 1.73784 -2.77244 0.043 -0.395 0.149
H -0.56473 1.31755 -1.97180 -0.073 0.116 -0.064
C 1.03126 1.07013 -3.32469 0.272 0.139 -0.126
H 0.80366 0.00815 -3.44888 0.037 0.060 -0.047
H 1.21691 1.52211 -4.30158 -0.031 -0.163 0.072
C 2.28390 1.24240 -2.44333 -0.270 -0.074 -0.163
C 2.06458 0.63842 -1.08913 0.120 -0.017 -0.024
C 2.32125 -0.71155 -0.86837 -0.030 0.117 0.084
C 2.07685 -1.28102 0.36910 0.028 -0.184 0.047
C 1.56459 -0.49654 1.38355 -0.075 -0.338 0.447
C 1.30289 0.84532 1.19037 -0.021 0.158 -0.008
C 1.55237 1.40941 -0.04826 0.013 -0.081 0.136
H 1.36183 2.46028 -0.21036 -0.001 0.106 -0.003
H 0.92057 1.42986 2.01169 -0.070 0.164 0.050
S 1.25836 -1.20629 2.99105 -0.478 0.215 0.263
O 1.49313 -2.61720 2.94605 -0.111 0.117 -0.348
O 1.90504 -0.41660 3.99348 -0.107 0.245 -0.074
N -0.38554 -0.88477 3.21177 1.064 0.216 0.247
C -1.39716 -1.70285 2.73904 -0.574 -0.656 -0.619
C -1.21851 -2.48895 1.60309 -0.206 -0.004 0.126
C -2.27434 -3.26665 1.16027 0.005 0.110 0.125
C -3.47338 -3.22613 1.85594 0.033 -0.179 -0.274
N -3.65363 -2.47305 2.92795 -0.363 -0.017 0.166
C -2.65044 -1.73872 3.35926 0.531 0.237 0.031
H -2.84319 -1.14275 4.24280 0.075 0.119 0.121
H -4.32576 -3.81632 1.54990 -0.017 -0.091 -0.109
H -2.16442 -3.89382 0.28930 -0.007 -0.058 -0.068
H -0.26665 -2.49823 1.09783 -0.006 -0.077 -0.122
H -0.57027 -0.41356 4.08386 0.212 0.085 0.124
H 2.28216 -2.32155 0.56771 0.036 -0.136 -0.048
H 2.72474 -1.31527 -1.66772 0.056 -0.075 -0.080
H 2.49519 2.30842 -2.35418 0.056 0.005 -0.038
H 3.12387 0.75927 -2.94258 0.074 0.029 0.006
H -1.42031 3.60182 -1.31738 -0.014 -0.010 0.111
H -2.52035 2.89423 -2.50701 -0.082 -0.052 0.036
H -1.89544 4.53536 -2.74754 0.013 0.003 0.000
```
Forces are in eV/Å.

The calculation puts the HOMO energy at -9.04 eV. The relative energy (zero: lowest compared OMol25 entry of this formula, charge and spin) comes out at 2.174 eV. Its charge is 0. As for the maximum force: 1.1 eV/Å. The HOMO-LUMO gap comes out at 0.3400 Eh. Its lowest unoccupied orbital energy is 0.21 eV. The structure (SMILES) is CC(=O)NCCc1ccc(S(=O)(=O)Nc2cccnc2)cc1. The value obtained for the total energy is -37279.178 eV.